Record 1
{"formula": "C21H20N2O5", "method": "wB97M-V/def2-TZVPD", "species": ["O", "C", "C", "O", "C", "C", "C", "C", "C", "C", "N", "C", "C", "C", "C", "C", "C", "C", "O", "N", "C", "C", "C", "C", "C", "O", "C", "O", "H", "H", "H", "H", "H", "H", "H", "H", "H", "H", "H", "H", "H", "H", "H", "H", "H", "H", "H", "H"], "xyz": [[4.4141, -0.8563, -1.4538], [3.6647, -1.7273, -1.0804], [4.1640, -3.1355, -0.7329], [3.3180, -3.8456, 0.1374], [3.2904, -3.4751, 1.4630], [3.8993, -2.3379, 1.9758], [3.7933, -2.0597, 3.3294], [3.0846, -2.8969, 4.1704], [2.4714, -4.0272, 3.6530], [2.5715, -4.3178, 2.3077], [2.3156, -1.6205, -0.9396], [1.4901, -0.5224, -1.1518], [1.9810, 0.7051, -1.5986], [1.1294, 1.7811, -1.8078], [-0.2187, 1.6105, -1.5647], [-0.7109, 0.3813, -1.1152], [0.1203, -0.6919, -0.9016], [-2.1805, 0.5057, -0.9529], [-2.9811, -0.3181, -0.5856], [-2.4831, 1.8043, -1.3236], [-3.8205, 2.3465, -1.3197], [-4.0739, 3.2490, -0.0967], [-3.9623, 2.4759, 1.2341], [-5.2571, 2.8375, 1.9644], [-6.1913, 3.1281, 0.7921], [-5.3833, 3.7868, -0.1620], [-1.3609, 2.5404, -1.7008], [-1.3829, 3.6887, -2.0602], [5.1872, -3.0641, -0.3467], [4.1881, -3.7196, -1.6593], [4.4506, -1.6621, 1.3404], [4.2715, -1.1748, 3.7218], [3.0082, -2.6711, 5.2227], [1.9142, -4.6870, 4.3007], [2.1050, -5.1944, 1.8864], [1.8481, -2.4606, -0.6146], [3.0377, 0.8079, -1.7832], [1.5113, 2.7280, -2.1550], [-0.2725, -1.6358, -0.5538], [-4.5194, 1.5066, -1.3142], [-3.9633, 2.9403, -2.2261], [-3.3761, 4.0938, -0.1424], [-3.9256, 1.4035, 1.0420], [-3.0739, 2.7594, 1.7948], [-5.1213, 3.7398, 2.5610], [-5.6218, 2.0370, 2.6030], [-7.0182, 3.7949, 1.0377], [-6.5938, 2.1927, 0.3768]], "forces_ev_per_a": [[0.203, 0.108, -0.088], [-0.102, -0.410, 0.192], [0.339, 0.083, -0.176], [-0.162, -0.118, 0.123], [-0.067, -0.056, 0.236], [0.068, -0.052, -0.331], [-0.045, -0.035, 0.121], [0.040, 0.099, 0.113], [0.000, -0.003, -0.048], [0.056, 0.027, -0.234], [-0.252, -0.462, 0.101], [-0.279, 0.381, -0.079], [0.180, 0.073, -0.046], [-0.356, -0.037, 0.069], [0.238, -0.583, 0.149], [0.673, 0.300, -0.188], [-0.022, 0.165, -0.045], [-0.186, -0.149, 0.048], [0.090, -0.082, -0.002], [-0.325, 0.175, 0.066], [-0.415, 0.442, 0.086], [0.489, -0.167, -0.151], [-0.044, 0.078, -0.049], [-0.073, 0.119, -0.216], [-0.157, -0.152, 0.293], [0.008, 0.104, -0.212], [-0.012, 0.087, -0.055], [0.030, 0.033, -0.014], [-0.157, 0.085, -0.035], [0.036, 0.117, 0.116], [0.077, 0.056, -0.057], [0.037, 0.074, 0.029], [-0.006, 0.024, 0.090], [-0.049, -0.064, 0.048], [-0.051, -0.111, -0.046], [0.202, 0.163, -0.033], [0.001, -0.009, 0.000], [0.055, 0.099, -0.040], [-0.056, -0.124, 0.046], [0.061, 0.078, -0.027], [0.010, -0.115, 0.052], [-0.067, -0.135, 0.014], [0.043, -0.025, 0.018], [0.031, -0.045, 0.014], [-0.047, 0.001, 0.038], [-0.014, -0.020, 0.074], [-0.004, -0.080, -0.010], [-0.018, 0.060, 0.047]], "lowdin_charge": [0.086, -0.453, -0.099, -0.061, -0.266, -0.016, -0.076, -0.096, -0.081, -0.010, 0.151, -0.184, 0.021, 0.026, -0.078, -0.067, 0.074, -0.358, 0.122, 0.047, -0.060, -0.301, -0.116, -0.147, -0.200, -0.096, -0.351, 0.137, 0.143, 0.146, 0.111, 0.107, 0.101, 0.105, 0.118, 0.149, 0.103, 0.126, 0.131, 0.138, 0.139, 0.149, 0.103, 0.116, 0.113, 0.111, 0.122, 0.123], "smiles": "O=C(COc1ccccc1)Nc1ccc2c(c1)C(=O)N(C[C@@H]1CCCO1)C2=O", "de_lowest_kj_mol": 97.88, "gap_ev": 8.68, "e_tot_ev": -35320.60099}


Record 2
{"formula": "C3H11NO2", "method": "wB97M-V/def2-TZVPD", "species": ["C", "C", "C", "N", "H", "H", "H", "H", "H", "H", "H", "O", "H", "H", "O", "H", "H"], "xyz": [[-2.2387, 0.1028, -0.7391], [-1.2776, 0.9880, -0.4345], [-1.0092, 1.3193, 1.0447], [-0.1916, 1.4014, -1.2044], [-2.6052, 0.0591, -1.7581], [-2.7414, -0.3517, 0.0967], [-1.6090, 2.1732, 1.3409], [0.0376, 1.5675, 1.1941], [-1.3618, 0.4789, 1.6084], [0.4496, 2.0641, -0.7969], [-0.2838, 1.7500, -2.1538], [3.3652, -1.6712, 1.4953], [3.7576, -2.5407, 1.3830], [2.5019, -1.7358, 1.0576], [1.4425, -1.9132, -0.6170], [0.9875, -1.0844, -0.8254], [0.7764, -2.6070, -0.6914]], "forces_ev_per_a": [[0.141, 1.365, -0.556], [1.276, -0.750, 1.813], [-0.466, 0.005, -1.263], [0.295, 1.074, -1.420], [0.107, -0.730, 0.036], [-0.567, 0.070, -0.168], [-0.067, 0.255, -0.007], [0.063, -0.293, 0.343], [0.217, -0.361, 0.677], [-0.258, -0.062, 0.671], [-0.641, -0.720, -0.094], [-0.141, 0.042, 0.218], [0.011, 0.006, -0.037], [0.257, -0.025, -0.181], [-0.189, 0.025, 0.019], [-0.042, -0.103, -0.027], [0.005, 0.202, -0.023]], "lowdin_charge": [0.004, -0.468, -0.049, 0.067, 0.048, 0.045, 0.077, 0.070, 0.064, 0.077, 0.095, -0.080, 0.026, -0.011, -0.052, 0.033, 0.054], "smiles": "C=C(C)N.O.O", "de_lowest_kj_mol": 75.52, "gap_ev": 9.26, "e_tot_ev": -8873.70673}


Record 3
{"formula": "C25H31BrN4O5PPt", "method": "wB97M-V/def2-TZVPD", "species": ["Pt", "O", "C", "C", "C", "C", "C", "C", "C", "O", "N", "N", "C", "C", "C", "C", "C", "C", "N", "H", "H", "H", "H", "H", "H", "H", "H", "H", "H", "C", "C", "C", "C", "C", "Br", "N", "C", "H", "H", "H", "H", "H", "H", "C", "C", "O", "P", "O", "C", "C", "O", "C", "C", "H", "H", "H", "H", "H", "H", "H", "H", "H", "H", "H", "H", "H", "H", "H"], "xyz": [[0.3895, -0.7363, 0.0050], [0.1609, -5.4816, -3.1963], [1.3771, -5.5162, -2.7474], [2.1915, -6.6740, -2.9458], [3.4512, -6.7125, -2.4408], [3.9513, -5.6025, -1.7099], [3.1712, -4.4563, -1.5155], [1.8942, -4.3676, -2.0241], [1.1365, -3.1197, -1.7883], [1.7309, -2.1920, -1.1115], [-0.0595, -2.9790, -2.2738], [-0.5828, -1.8474, -1.7570], [-1.5340, -1.2076, -2.3105], [-2.2139, -0.2040, -1.5082], [-3.3573, 0.4317, -1.9279], [-4.0478, 1.2286, -1.0179], [-3.5651, 1.3292, 0.2708], [-2.3787, 0.6893, 0.6051], [-1.6929, -0.0468, -0.2705], [-0.0807, -6.2816, -3.6936], [1.7790, -7.5126, -3.4966], [4.0724, -7.5862, -2.5896], [4.9516, -5.6400, -1.2997], [3.5699, -3.6151, -0.9635], [-1.8579, -1.4622, -3.3152], [-3.7111, 0.2977, -2.9417], [-4.9532, 1.7426, -1.3135], [-4.0873, 1.9044, 1.0227], [-1.9828, 0.7655, 1.6030], [0.2524, 2.1532, 4.6816], [0.5609, 2.0952, 3.2087], [1.1841, 3.1544, 2.5470], [1.4624, 3.0828, 1.1917], [1.0980, 1.9370, 0.5190], [1.4201, 1.7362, -1.3040], [0.4784, 0.9010, 1.1310], [0.2321, 0.9907, 2.4563], [-0.4649, 2.9487, 4.8889], [1.1523, 2.3854, 5.2516], [-0.1619, 1.2158, 5.0485], [1.4511, 4.0499, 3.0977], [1.9560, 3.8908, 0.6695], [-0.2571, 0.1380, 2.9115], [4.7055, 0.2747, 3.2055], [3.4841, -0.5820, 3.3932], [2.5007, -0.3497, 2.2903], [2.3434, -1.3118, 1.0885], [2.2236, -2.7760, 1.6183], [0.9906, -3.4840, 1.9834], [0.5915, -3.1722, 3.4034], [3.6942, -1.4066, 0.3331], [4.3725, -0.2830, -0.3448], [4.5722, -0.6119, -1.7986], [5.2610, 0.3004, 4.1435], [4.4305, 1.2978, 2.9463], [5.3695, -0.1229, 2.4399], [2.9345, -0.3162, 4.2917], [3.7165, -1.6442, 3.4303], [1.2231, -4.5356, 1.8469], [0.2068, -3.2155, 1.2798], [1.4078, -3.3896, 4.0915], [-0.2636, -3.7862, 3.6865], [0.3156, -2.1201, 3.5163], [5.3170, -0.1573, 0.1744], [3.7915, 0.6274, -0.2083], [5.0126, 0.2484, -2.3035], [3.6257, -0.8581, -2.2788], [5.2541, -1.4548, -1.9130]], "forces_ev_per_a": [[-0.187, -1.054, -0.542], [-0.409, 0.198, -0.368], [0.567, -0.515, -0.307], [-0.608, 0.409, 0.156], [-0.010, 0.153, 0.016], [-0.494, 1.313, 0.382], [1.968, -1.169, 0.256], [-1.381, 0.996, -0.267], [2.088, -1.496, -0.235], [-0.590, -0.003, 0.215], [-1.997, 0.780, 1.315], [0.762, -0.676, -0.926], [-0.433, 0.448, -0.035], [0.222, -0.376, -0.135], [-0.176, 0.121, -0.049], [-0.012, 0.058, -0.075], [-0.091, -0.019, 0.048], [0.049, -0.223, -0.170], [-0.138, 0.307, 0.057], [0.000, -0.033, 0.132], [-0.002, 0.070, -0.011], [0.008, 0.016, -0.002], [-0.040, -0.021, 0.023], [0.030, -0.076, -0.017], [0.105, 0.002, -0.017], [-0.050, -0.071, 0.037], [0.011, -0.012, 0.002], [0.022, 0.008, -0.002], [0.011, 0.087, 0.031], [0.011, 0.069, -0.134], [-0.169, 0.142, 0.219], [0.053, 0.096, -0.003], [-0.073, -0.043, 0.154], [-0.327, -0.174, 0.234], [0.160, 0.467, -0.528], [0.756, 0.938, 0.293], [-0.206, -0.149, -0.065], [-0.012, -0.020, -0.013], [0.010, -0.036, -0.007], [0.015, 0.004, -0.010], [0.029, -0.040, -0.004], [-0.052, -0.015, -0.025], [0.123, -0.055, -0.041], [0.019, 0.020, -0.076], [-0.010, 0.042, 0.010], [0.293, 0.277, 0.465], [0.051, -1.010, 0.193], [-0.194, -0.141, -0.168], [0.125, 0.060, 0.204], [0.081, 0.061, 0.016], [0.233, 0.357, -0.168], [0.053, 0.024, 0.052], [-0.024, -0.135, -0.002], [0.009, -0.005, -0.016], [0.003, 0.006, 0.061], [-0.013, 0.007, 0.000], [-0.091, 0.039, -0.024], [-0.033, -0.029, -0.057], [0.121, -0.012, 0.015], [-0.079, 0.080, -0.170], [-0.020, -0.037, -0.003], [-0.003, 0.025, -0.003], [-0.020, -0.048, 0.003], [0.054, -0.050, 0.045], [-0.092, -0.013, 0.065], [0.013, -0.012, 0.011], [-0.001, 0.067, -0.025], [-0.017, 0.022, -0.010]], "lowdin_charge": [1.105, 0.181, -0.180, 0.038, 0.017, 0.033, 0.012, -0.009, -0.378, -0.184, 0.173, -0.027, 0.015, -0.246, 0.048, 0.027, 0.019, -0.069, -0.010, 0.168, 0.142, 0.141, 0.130, 0.113, 0.170, 0.144, 0.142, 0.136, 0.104, -0.003, -0.211, 0.055, -0.038, -0.712, 0.939, -0.217, -0.107, 0.106, 0.103, 0.091, 0.151, 0.132, 0.129, -0.041, -0.164, -0.266, 0.575, -0.206, -0.220, -0.044, -0.208, -0.213, -0.051, 0.104, 0.090, 0.075, 0.128, 0.124, 0.133, 0.087, 0.099, 0.101, 0.063, 0.123, 0.072, 0.102, 0.067, 0.095], "de_lowest_kj_mol": 323.48, "total_charge": 3, "gap_ev": [3.77, 3.75], "e_tot_ev": -125176.35134}


Record 4
{"formula": "C2H3NO2", "method": "wB97M-V/def2-TZVPD", "species": ["C", "C", "N", "O", "O", "H", "H", "H"], "xyz": [[1.2900, 0.0265, -0.0676], [-0.1235, 0.1696, 0.0563], [2.4131, -0.1814, -0.1788], [-0.6207, 1.3916, 0.2357], [-0.8399, -0.8153, 0.6465], [-0.1728, -0.2341, -1.7929], [-1.5446, 1.3153, 0.5196], [-0.4016, -1.6721, 0.5812]], "forces_ev_per_a": [[-2.219, 0.457, 0.669], [1.932, -0.070, 2.536], [1.225, -0.276, -0.465], [-0.452, 0.389, -0.324], [-0.361, -0.119, -0.249], [-0.308, -0.441, -1.960], [0.119, 0.011, -0.079], [0.065, 0.049, -0.128]], "lowdin_charge": [-0.209, -0.561, 0.172, 0.094, 0.075, 0.170, 0.134, 0.125], "spin_multiplicity": 3, "de_lowest_kj_mol": 295.63, "gap_ev": [7.42, 10.68], "e_tot_ev": -7701.86583}


Question: Which formula does entry 2 have?
Answer: C3H11NO2